The following is a quantum chemistry calculation of a 8-piece molecular cluster, C16H48O8 overall, from the Open Molecules 2025 dataset.

Its energy relative to the best compared isomer or geometry (same formula, charge and spin) is 2.3181 eV. For the HOMO energy, the calculation gives -9.31 eV. As for the HOMO-LUMO gap: 0.35165 Eh. The LUMO energy is 0.26 eV. Its SMILES is CCO.CCO.CCO.CCO.CCO.CCO.CCO.CCO.

XYZ file:
```
72
Properties=species:S:1:pos:R:3:forces:R:3
C 20.951 -17.856 4.812 -0.6859 0.4481 0.4418
C 19.767 -17.756 5.791 1.2080 0.2582 -0.4655
O 19.660 -19.000 6.491 -0.8355 0.4719 -0.4539
H 20.604 -18.377 3.922 0.3739 -0.2835 -0.0087
H 21.782 -18.351 5.307 0.0341 -0.1647 -0.1245
H 21.285 -16.862 4.505 -0.0597 0.0202 0.0073
H 18.890 -17.494 5.194 -0.2850 -0.2674 0.2522
H 19.935 -16.941 6.500 -0.0136 -0.0333 0.1038
H 18.709 -19.114 6.612 0.2426 -0.3588 0.2734
C 25.306 -19.468 -0.738 -0.2035 -1.1287 0.7937
C 25.684 -19.521 0.761 -0.1424 1.4464 -1.3076
O 26.927 -18.814 0.896 0.2593 -0.5631 0.8048
H 24.221 -19.524 -0.858 0.0303 0.1455 0.0429
H 25.697 -20.378 -1.194 0.2268 0.3321 -0.4359
H 25.679 -18.569 -1.214 0.1034 0.0484 -0.0441
H 25.754 -20.551 1.105 -0.0376 0.0935 0.2504
H 24.935 -18.925 1.287 -0.0532 -0.5518 0.3977
H 27.413 -19.158 1.687 -0.1476 0.4173 -0.5753
C 29.627 -16.445 -2.420 -0.6422 0.1917 0.8610
C 28.394 -17.065 -1.738 0.7808 -0.1224 -1.5526
O 28.668 -18.350 -1.227 -0.2867 0.3186 0.7319
H 29.241 -15.485 -2.777 0.5002 0.1602 -0.0714
H 30.040 -16.990 -3.264 -0.1644 -0.2928 0.0563
H 30.392 -16.304 -1.654 0.1709 0.1773 -0.2374
H 27.656 -17.133 -2.547 -0.4321 -0.0010 0.3210
H 28.061 -16.338 -0.995 -0.2028 -0.1961 0.2667
H 28.071 -18.481 -0.458 0.2988 -0.2578 -0.4438
C 30.540 -19.929 3.646 -0.0676 0.8575 0.8777
C 29.254 -19.275 4.148 0.0855 -1.3937 -0.8869
O 28.195 -19.566 3.205 -0.2327 0.4275 1.0245
H 30.443 -20.987 3.426 -0.2239 -0.0372 -0.0413
H 31.219 -19.809 4.501 0.3495 -0.1418 -0.4038
H 30.931 -19.389 2.787 0.0809 -0.1155 -0.0664
H 29.417 -18.208 4.296 -0.2422 0.0749 -0.0304
H 28.984 -19.762 5.090 0.0010 0.3028 0.1468
H 27.371 -19.575 3.733 0.1571 0.0353 -0.5911
C 28.300 -12.937 0.375 0.5182 -1.0110 -1.3525
C 27.393 -12.974 -0.851 0.4478 -0.6411 0.1340
O 26.080 -13.342 -0.506 -0.4627 0.4311 -0.2311
H 28.340 -13.953 0.778 -0.4323 0.1931 0.5556
H 27.974 -12.180 1.077 0.2515 0.0003 0.1993
H 29.323 -12.847 -0.014 0.0002 0.7596 0.3940
H 27.798 -13.680 -1.591 0.0946 -0.1533 0.1481
H 27.447 -12.020 -1.381 -0.6712 0.1730 0.2515
H 26.072 -14.175 0.008 0.2512 0.3685 -0.2123
C 27.995 -12.186 4.250 -0.5453 -0.4701 0.4975
C 28.333 -10.896 4.976 0.2038 -0.2131 -0.4185
O 27.462 -10.632 6.068 0.2562 -0.1345 0.0935
H 28.505 -12.293 3.296 0.0396 0.0916 -0.0114
H 26.914 -12.279 4.111 0.0458 0.2659 -0.2890
H 28.246 -13.051 4.873 0.2206 0.0586 -0.0395
H 28.251 -10.045 4.300 -0.0427 0.0310 0.0427
H 29.378 -10.973 5.294 -0.0233 0.3030 0.1410
H 27.760 -11.174 6.806 -0.1541 0.0499 0.0167
C 24.679 -16.711 2.883 0.2648 0.1875 0.2367
C 25.149 -15.353 2.408 0.0486 0.2674 -0.2932
O 25.860 -15.519 1.171 0.0961 -0.2408 0.4626
H 25.535 -17.361 3.092 0.0534 0.0216 -0.1303
H 24.106 -17.156 2.071 -0.2667 -0.1093 0.2254
H 24.119 -16.662 3.819 -0.2561 0.0745 -0.1747
H 25.755 -14.813 3.144 0.2150 -0.2761 0.0153
H 24.326 -14.672 2.184 -0.1341 -0.2137 -0.0580
H 26.387 -16.328 1.252 0.0039 0.0550 -0.2036
C 23.471 -20.234 3.873 -0.2645 0.9320 0.0553
C 24.456 -20.334 5.011 0.1312 -0.4151 0.0583
O 25.787 -20.290 4.444 -0.0428 -0.1277 0.3898
H 23.575 -21.006 3.116 0.2441 -0.0422 0.0288
H 23.627 -19.240 3.443 0.1232 -0.2110 -0.4419
H 22.425 -20.186 4.176 0.0898 -0.3713 0.3890
H 24.369 -21.259 5.586 -0.1673 -0.0570 -0.1415
H 24.342 -19.516 5.727 -0.0917 0.1118 -0.1341
H 26.348 -20.796 5.042 0.0107 -0.0061 -0.1169
```
Forces are in eV/Å.

=====

The following is a quantum chemistry calculation of a 8-piece molecular cluster, C16H49N10O9 overall, from the Open Molecules 2025 dataset.

For the HOMO energy, the calculation gives -3.19 eV. As for the HOMO-LUMO gap: 0.20645 Eh. As for the charge: -1. The LUMO energy is 2.43 eV.

XYZ file:
```
84
Properties=species:S:1:pos:R:3:forces:R:3
C 1.947 -1.584 0.602 0.6693 -2.2319 -1.0059
C 0.687 -0.768 0.400 0.0234 1.6854 1.6657
O 0.427 0.111 1.427 -0.4273 0.1330 -0.7883
H 1.938 -2.434 -0.113 -0.2357 0.0287 -0.2244
H 2.020 -2.157 1.529 -0.1830 0.7249 0.4667
H 2.929 -1.177 0.354 -0.2457 0.7531 0.4577
H -0.159 -1.477 0.284 -0.0905 -0.3128 -0.4571
H 0.809 -0.191 -0.540 -0.0756 -0.2993 -0.5633
C -0.029 -3.810 -4.089 0.2752 -1.4366 1.0131
C -0.071 -2.400 -3.557 -0.1195 -0.5123 0.4978
C -1.339 -2.246 -2.695 0.2162 -0.3573 -0.6964
O -1.434 -0.915 -2.270 -0.5164 0.0352 0.0813
C -2.518 -0.704 -1.409 -0.5942 0.6263 1.2851
N 1.106 -2.073 -2.749 -0.1921 0.5999 0.1122
H -0.889 -4.170 -4.656 0.0785 0.5868 -0.4753
H -0.063 -4.497 -3.229 0.0948 0.1228 0.1596
H 0.917 -4.079 -4.559 -0.1229 0.3291 -0.4006
H -0.067 -1.713 -4.406 -0.3735 0.2319 0.1173
H -1.289 -2.893 -1.810 0.2756 -0.0896 -0.0451
H -2.208 -2.608 -3.265 -0.2124 0.4361 -0.0626
H -2.687 -1.458 -0.629 0.3275 -0.6685 -0.4831
H -3.473 -0.536 -1.913 0.0586 -0.1638 -0.3909
H -2.366 0.152 -0.745 0.4810 0.3468 -0.5770
H 0.731 -1.429 -2.053 0.6098 0.3372 0.0133
H 1.495 -2.815 -2.177 -0.3260 -0.4408 -0.3404
C -2.038 5.251 -4.576 -0.8309 -1.5350 0.0348
C -2.223 5.393 -3.068 0.0002 1.4047 -0.1789
C -1.265 4.536 -2.294 -0.5835 -1.3022 1.8921
O -1.629 3.173 -2.489 0.3332 -0.1761 -1.2737
C -0.604 2.202 -2.357 0.5228 0.3473 0.4349
N -1.987 6.777 -2.634 -0.1398 1.2190 0.0028
H -2.814 5.774 -5.137 0.3675 0.5611 -0.0064
H -2.319 4.205 -4.756 0.1623 -0.0584 -0.0670
H -1.038 5.323 -4.997 0.0657 0.6413 0.2606
H -3.265 5.121 -2.876 0.0825 -0.4527 0.2171
H -1.399 4.610 -1.204 -0.0683 0.9789 -0.0265
H -0.219 4.823 -2.439 0.0302 -0.4026 -0.6953
H -0.878 1.293 -2.882 -0.2092 0.0416 0.0325
H -0.407 1.972 -1.304 -0.1406 -0.1173 0.0793
H 0.350 2.561 -2.760 -0.0480 0.1057 -0.2166
H -2.554 7.458 -3.133 0.1918 -0.3852 -0.6463
H -2.284 7.009 -1.689 0.2976 -0.8657 0.2803
C -0.858 -4.859 0.390 1.3530 -0.9538 0.7248
C -1.819 -4.060 1.196 -0.2788 1.4076 -0.1242
O -2.272 -4.789 2.347 -0.2214 -0.1697 -0.8664
O -1.320 -6.171 0.077 -0.2588 0.1569 -0.1161
H 0.063 -4.949 0.986 0.0405 -0.0391 -0.0460
H -0.541 -4.381 -0.534 -0.3514 0.1715 -0.0068
H -2.614 -3.709 0.525 -0.4806 -0.4325 0.3261
H -1.349 -3.135 1.546 0.3027 -0.0737 -0.1270
H -3.111 -4.384 2.579 0.0117 -0.1073 0.2466
H -1.682 -6.526 0.897 -0.0542 0.0461 -0.0394
C 4.942 0.122 2.366 -1.4119 0.9372 3.0633
O 3.810 0.313 2.793 1.0257 -0.4669 -1.4060
N 5.323 -0.038 1.086 -0.2597 -0.2506 -1.0279
N 5.970 0.125 3.329 -0.1816 -0.5147 -0.9327
H 4.623 0.282 0.432 0.2113 -0.1940 -0.1150
H 6.292 0.093 0.871 0.0066 0.1215 -0.2869
H 5.639 0.737 4.060 0.6266 -0.0759 0.2076
H 6.900 0.208 2.948 0.1256 0.4095 0.5525
C 0.429 -3.730 4.824 -0.3051 0.9664 0.5823
O 0.478 -2.584 5.238 -0.0112 -0.7217 0.0089
N 1.455 -4.349 4.185 0.2245 -0.3674 0.0806
N -0.673 -4.528 4.986 -0.6095 0.0564 0.3649
H 1.227 -5.141 3.618 0.4786 -0.0380 -0.2125
H 2.333 -3.865 4.148 -0.0926 0.0170 -0.3995
H -1.471 -4.124 5.441 0.1035 0.1715 -0.0680
H -0.723 -5.507 4.794 0.2460 -0.0570 -0.1993
C 2.443 3.329 1.694 -2.2502 -0.1694 1.2417
O 2.269 3.098 2.885 0.9596 0.4882 -0.5592
N 1.755 2.636 0.742 0.4951 0.1717 0.3234
N 3.084 4.454 1.242 0.8770 0.3534 -0.5794
H 1.194 1.851 1.114 0.0817 -0.8472 -0.3604
H 2.005 2.747 -0.222 -0.2033 -0.2800 -0.1080
H 3.220 4.601 0.260 -0.0203 0.1284 0.0237
H 3.449 5.127 1.885 0.0597 -0.1836 0.1771
C -2.130 2.651 2.629 0.9842 -1.8169 0.6099
O -1.228 2.460 3.423 -0.6166 0.9206 -0.2566
N -3.171 3.528 2.802 -0.0553 0.0436 -0.6898
N -2.299 1.832 1.516 -0.2077 0.4864 0.1168
H -3.196 4.191 3.548 0.0094 -0.0770 0.1047
H -3.934 3.372 2.172 -0.3934 0.5114 0.2975
H -1.498 1.242 1.273 0.3807 -0.0735 0.2399
H -2.855 2.219 0.772 0.2309 -0.1237 -0.2486
```
Forces are in eV/Å.

=====

The following is a quantum chemistry calculation of a 9-piece molecular cluster, C16H50O9 overall, from the Open Molecules 2025 dataset.

Its energy relative to the best compared isomer or geometry (same formula, charge and spin) is 0.0383 eV. For the HOMO energy, the calculation gives -10.04 eV. As for the HOMO-LUMO gap: 0.37968 Eh. The LUMO energy is 0.29 eV. Its SMILES is CC(C)O.CC(C)O.CC(C)O.CC(C)O.CCO.CCO.O.O.O.

XYZ file:
```
75
Properties=species:S:1:pos:R:3:forces:R:3
C 0.145 0.255 5.547 0.3167 0.9090 0.6064
C -1.055 0.932 6.201 -1.1998 -1.0610 0.0390
C -1.625 2.061 5.366 0.8017 0.1227 -0.5771
O -2.051 -0.127 6.242 0.1908 -0.1574 -0.0339
H -0.217 -0.222 4.641 0.2089 -0.1166 -0.0626
H 0.647 -0.448 6.210 -0.3908 -0.2980 -0.0083
H 0.921 0.993 5.328 -0.1614 0.0660 -0.3129
H -0.910 1.219 7.247 0.4890 0.2668 -0.1693
H -1.723 1.704 4.338 -0.0507 -0.0370 0.0135
H -0.913 2.892 5.319 -0.2554 0.1133 0.1628
H -2.611 2.400 5.679 0.0859 0.0749 0.2883
H -2.889 0.225 6.553 0.0135 0.1293 0.0510
C -4.237 0.819 0.912 1.1515 0.8519 -0.2981
C -5.065 0.328 2.099 0.5933 1.2171 -1.4412
C -4.859 1.173 3.335 0.0199 -0.3162 0.9202
O -6.436 0.344 1.721 -0.2916 -1.0714 0.3048
H -3.214 1.116 1.183 -0.1660 -0.0624 0.4334
H -4.651 1.737 0.483 -0.1903 -0.0717 0.0247
H -4.040 0.136 0.084 -0.6884 -0.3574 0.1449
H -4.721 -0.691 2.277 -0.6536 -0.1644 0.3167
H -5.473 0.706 4.110 0.2109 0.1287 0.2135
H -5.164 2.222 3.308 -0.1847 -0.0640 -0.6609
H -3.816 1.193 3.654 -0.0296 -0.2808 0.0188
H -6.684 1.219 1.417 0.2394 0.1718 0.0002
C 3.263 2.928 -3.490 -0.4190 0.4963 -0.2143
C 3.307 1.502 -3.002 0.2442 0.3656 0.7528
C 4.261 1.390 -1.820 0.5946 -1.0734 -0.3746
O 1.995 1.118 -2.540 0.0419 -0.6517 -0.1971
H 2.917 3.587 -2.690 -0.0180 -0.0600 0.0204
H 2.594 3.069 -4.343 -0.0378 -0.1490 0.0551
H 4.245 3.286 -3.798 0.1060 -0.1799 0.0512
H 3.628 0.849 -3.819 -0.1054 -0.1386 0.0318
H 4.376 0.347 -1.505 -0.2920 -0.0037 0.0749
H 3.926 1.949 -0.949 0.0195 0.2984 -0.1250
H 5.281 1.651 -2.115 -0.1241 0.4398 0.1104
H 1.885 0.149 -2.672 -0.0448 0.3706 -0.2291
C -0.632 -1.776 -3.966 -1.0772 0.1216 0.0285
C 0.790 -2.139 -4.285 0.0379 0.2790 -0.7912
C 1.243 -1.586 -5.625 -0.6051 0.3450 -0.6162
O 1.584 -1.567 -3.242 0.2744 -0.0093 0.6686
H -0.831 -0.701 -3.972 0.4624 0.0735 0.4096
H -0.915 -2.215 -3.008 0.0124 0.2302 0.0728
H -1.378 -2.130 -4.685 0.4483 -0.4375 -0.1749
H 0.852 -3.233 -4.316 0.3631 0.0757 0.3429
H 0.749 -2.130 -6.437 0.2902 -0.1867 0.0464
H 2.322 -1.581 -5.775 0.0130 -0.3029 0.0703
H 0.900 -0.556 -5.772 0.1084 0.0507 0.3378
H 2.505 -1.853 -3.282 -0.1401 -0.2583 -0.2537
C -0.328 -0.743 1.370 0.7432 -0.7775 0.8529
C 0.098 0.033 0.150 -0.6885 -0.3536 -0.2902
O 1.478 0.346 0.301 0.1344 0.1087 -0.5682
H -1.204 -1.391 1.342 -0.3856 0.5723 -0.5386
H -0.374 -0.137 2.276 -0.0619 0.1170 -0.1197
H 0.469 -1.480 1.539 0.0955 0.1798 0.1111
H -0.494 0.939 -0.017 0.0629 0.0344 0.1524
H -0.064 -0.606 -0.729 0.1926 0.0898 -0.0505
H 1.812 0.563 -0.588 -0.1646 0.2261 0.2637
C 2.615 -3.505 0.409 0.7511 0.2985 -0.1805
C 1.518 -3.841 -0.614 0.5327 0.5216 1.1023
O 1.094 -5.183 -0.422 -0.2563 0.1712 -0.3379
H 3.497 -4.146 0.318 -0.2605 -0.2815 -0.2923
H 2.321 -3.608 1.457 -0.4439 0.0455 -0.1367
H 3.031 -2.500 0.285 -0.3819 0.1103 -0.0598
H 1.884 -3.675 -1.626 0.0287 -0.5068 -0.0465
H 0.685 -3.135 -0.499 -0.0417 -0.1106 0.0357
H 0.626 -5.180 0.420 0.0264 -0.2321 -0.0820
O 4.189 -0.207 1.141 -0.0919 0.2090 -0.1574
H 3.889 -0.807 1.830 -0.0380 0.0667 -0.0214
H 3.380 0.256 0.859 0.1735 -0.3671 0.3324
O -2.585 3.476 -1.586 -0.1252 -0.1273 0.1859
H -2.751 3.732 -2.497 0.0323 -0.0216 0.0291
H -2.032 2.683 -1.658 0.0573 0.2360 -0.1980
O -0.625 1.823 -2.942 0.4247 -0.3372 -0.0768
H 0.319 1.546 -2.841 -0.5492 0.4435 -0.0599
H -0.677 2.203 -3.825 0.0219 -0.0039 0.0801
```
Forces are in eV/Å.